1.
The following is a quantum chemistry calculation of one molecule with the formula C4H11NOS, from OMol25.

Element x y z (Å)
1 H -1.82 1.89 0.85
2 S -0.41 -2.45 -2.08
3 H -1.18 -1.26 0.20
4 C -0.33 0.63 0.14
5 H 0.92 2.79 -0.39
6 C 0.67 1.43 0.94
7 C 0.59 -1.80 -0.62
8 H -0.47 0.90 -0.91
9 H 0.82 -2.77 -2.49
10 H 0.53 1.26 2.00
11 H 0.16 -1.17 1.34
12 O 0.71 2.80 0.54
13 H 1.68 1.07 0.68
14 H 0.75 -2.74 -0.11
15 C -0.17 -0.87 0.35
16 N -1.77 0.88 0.67
17 H 1.59 -1.44 -0.88
18 H -2.26 0.83 -0.22

Computed properties:
Kohn-Sham gap: 0.362 Ha
HOMO level: -9.1 eV
Charge: 0
SMILES string: N[C@@H](CO)CCS

These are the Mulliken partial charges, in e, on atoms 1 to 2: H 0.266; S -0.228

2.
The following is a quantum chemistry calculation of a 2-piece molecular cluster, C4H10ClN3 overall, from OMol25.

Element x y z (Å)
1 H -0.11 -3.04 0.84
2 Cl 1.75 -1.09 0.99
3 H 1.27 1.20 -1.99
4 C -0.41 0.31 0.29
5 H -1.82 -1.99 0.67
6 H 0.52 -0.53 -1.84
7 H 1.75 1.43 1.50
8 C 1.33 0.24 -1.39
9 C -1.00 -2.55 0.36
10 H -1.11 2.06 0.95
11 H 2.45 1.95 0.10
12 N 1.54 1.70 0.60
13 H 2.37 -0.11 -1.41
14 C 0.98 0.42 0.10
15 N -2.50 0.64 1.25
16 H -0.84 -2.42 -0.77
17 H -3.19 1.33 1.36
18 N -1.27 1.08 0.93

Computed properties:
Kohn-Sham gap (alpha / beta): 0.272 / 0.299 Ha
HOMO level (alpha / beta): -8.1 / -7.7 eV
Charge: 0

These are the Mulliken partial charges, in e, on atoms 1 to 2: H 0.306; Cl -0.230

3.
The following is a quantum chemistry calculation of C6H9N as an isolated structure, from OMol25.

Element x y z (Å)
1 H -0.78 2.55 -0.38
2 H 2.26 -1.05 -0.67
3 H -0.18 0.60 -2.04
4 C -1.09 -0.87 -0.66
5 N 0.87 0.45 -0.14
6 H -2.01 1.43 0.22
7 C -0.83 -1.15 0.59
8 C -0.37 0.40 -1.01
9 C 1.75 -0.70 0.22
10 H 1.35 -1.62 0.72
11 C 0.02 0.90 0.84
12 H -1.20 -2.02 1.11
13 H -1.79 -1.43 -1.28
14 H 0.42 1.36 1.74
15 C -0.97 1.51 -0.10
16 H 2.55 -0.36 0.88

Computed properties:
Kohn-Sham gap (alpha / beta): 0.328 / 0.328 Ha
HOMO level (alpha / beta): -7.8 / -7.8 eV
Charge: 0

These are the Mulliken partial charges, in e, on atoms 1 to 2: H 0.289; H 0.311

Max |F| values, unit eV Å⁻¹, following the record order: 2.48 4.16 2.08.
Energy values, unit Ha, following the record order: -687.131742 -782.587237 -288.582929.